C2H4ClN | ωB97M-V/def2-TZVPD

Geometry as ORCA input:
```
! RIJCOSX wB97M-V def2-TZVPD def2/J DEFGRID3
* xyz 0 3
C -0.960 -0.232 0.171
C -0.259 0.399 1.283
N -1.677 0.556 0.814
Cl -0.186 0.503 -2.765
H 0.562 -0.436 -2.155
H -1.000 -0.922 -0.627
H -0.139 0.028 2.338
H 0.303 1.215 0.962
*
```

Computed properties:
Frontier orbital gap (alpha / beta): 6.7140 / 6.9966 eV
ΔE to the lowest compared entry with this formula, charge and spin: 73.56 kcal per mole
Maximum force: 10.4 eV Å⁻¹
E_tot: -593.27457 Ha
HOMO level (alpha / beta): -0.22064 / -0.37005 hartree

Need the Mulliken charges? In units of e they are: number 1, C, carries -0.5031; number 2, C, carries -0.0750; number 3, N, carries -0.3661; number 4, Cl, carries -0.2575; number 5, H, carries 0.2728; number 6, H, carries 0.4725; number 7, H, carries 0.2395; number 8, H, carries 0.2169